No. 1
# C41H48N13O4SSr

C41H48N13O4SSr as an isolated structure (ωB97M-V/def2-TZVPD, OMol25).

Structure (ORCA input):
```
! RIJCOSX wB97M-V def2-TZVPD def2/J DEFGRID3
* xyz 1 1
Sr -0.736 0.407 1.005
N -5.535 0.364 0.849
C -5.475 -0.559 -0.170
C -4.156 -0.673 -0.483
N -3.410 0.157 0.318
C -4.267 0.766 1.107
C -3.841 1.756 2.086
N -2.573 1.922 2.392
C -2.523 3.005 3.234
C -3.779 3.487 3.444
N -4.612 2.682 2.705
H -6.372 0.625 1.341
H -6.353 -1.040 -0.562
H -3.692 -1.311 -1.218
H -1.591 3.358 3.642
H -4.147 4.305 4.036
H -5.604 2.814 2.604
O 1.453 0.432 -0.355
C 1.917 -0.841 -0.862
C 0.820 -1.864 -0.403
O 1.159 -2.959 0.024
O -0.370 -1.415 -0.527
C 1.966 -0.760 -2.382
C 1.101 -1.476 -3.201
C 1.167 -1.331 -4.581
C 2.085 -0.463 -5.152
C 2.951 0.257 -4.340
C 2.897 0.098 -2.965
C 3.277 -1.171 -0.280
C 3.858 -0.387 0.707
C 5.111 -0.710 1.218
C 5.785 -1.827 0.757
C 5.203 -2.620 -0.226
C 3.964 -2.292 -0.744
H 1.925 1.141 -0.805
H 0.375 -2.149 -2.765
H 0.499 -1.904 -5.213
H 2.131 -0.351 -6.227
H 3.678 0.930 -4.777
H 3.609 0.629 -2.339
H 3.334 0.491 1.065
H 5.568 -0.077 1.970
H 6.761 -2.078 1.152
H 5.722 -3.496 -0.592
H 3.515 -2.912 -1.508
O 0.945 1.130 2.787
S 1.441 -0.027 3.636
C 3.160 0.382 4.081
C 3.200 0.798 5.554
C 1.812 1.329 5.900
C 0.854 0.302 5.315
H 3.399 1.205 3.406
H 3.791 -0.469 3.832
H 3.980 1.540 5.721
H 3.432 -0.066 6.179
H 1.644 2.299 5.427
H 1.667 1.447 6.973
H -0.186 0.618 5.231
H 0.900 -0.648 5.855
C -1.647 1.170 -2.700
C -1.001 2.307 -1.990
N -0.778 2.391 -0.696
C -0.062 3.557 -0.499
C 0.121 4.191 -1.683
N -0.495 3.397 -2.628
C -0.620 3.724 -4.029
N 0.510 3.333 -4.828
N 1.696 3.966 -4.654
N 2.501 3.623 -5.580
C 1.846 2.757 -6.433
C 2.277 2.146 -7.614
C 1.371 1.350 -8.273
C 0.065 1.152 -7.774
C -0.371 1.746 -6.612
C 0.553 2.561 -5.954
H -1.837 0.368 -1.991
H -0.982 0.773 -3.471
H -2.592 1.460 -3.164
H 0.282 3.852 0.479
H 0.628 5.101 -1.951
H -0.757 4.801 -4.107
H -1.500 3.232 -4.437
H 3.279 2.308 -7.987
H 1.656 0.863 -9.196
H -0.612 0.514 -8.327
H -1.376 1.588 -6.243
C -0.397 -2.891 3.164
N -1.416 -1.978 2.575
C -2.136 -2.785 1.542
N -2.757 -3.979 2.095
C -1.707 -4.811 2.684
N -0.990 -4.090 3.737
C -1.951 -3.686 4.761
N -3.013 -2.827 4.220
C -2.388 -1.648 3.633
C -3.685 -3.576 3.149
H 0.119 -2.362 3.966
H 0.318 -3.152 2.382
H -1.425 -3.047 0.762
H -2.919 -2.159 1.115
H -1.000 -5.093 1.903
H -2.153 -5.713 3.106
H -1.426 -3.144 5.552
H -2.408 -4.576 5.196
H -1.875 -1.091 4.423
H -3.166 -1.007 3.205
H -4.467 -2.948 2.714
H -4.150 -4.463 3.582
*
```

Calculated values
LUMO energy in Ha: -0.0777
Orbital gap in eV: 8.319
Energy above the lowest of the compared OMol25 structures with the same formula, charge and spin in kJ/mol: 40.8

=====

No. 2
# C5H9N3O

One molecule with the formula C5H9N3O (ωB97M-V/def2-TZVPD, OMol25).

Structure (ORCA input):
```
! RIJCOSX wB97M-V def2-TZVPD def2/J DEFGRID3
* xyz 0 1
C -0.833 0.850 -0.033
C -2.254 0.610 -0.005
C 1.918 0.987 0.102
C -3.352 -0.294 0.475
C 1.852 -1.339 -0.645
N -0.025 -0.101 -0.664
N -1.942 1.524 -0.794
N 1.274 -0.059 -0.405
O 3.261 1.029 0.473
H -0.314 1.381 0.822
H 1.471 1.859 0.344
H -4.337 -0.088 -0.034
H -3.518 -0.201 1.517
H -2.849 -1.291 0.370
H 2.588 -1.214 -1.496
H 2.323 -1.790 0.239
H 1.130 -2.051 -1.081
H 3.605 0.187 0.815
*
```

Calculated values
LUMO energy (alpha / beta) in Ha: 0.0183 / 0.0183
Orbital gap (alpha / beta) in eV: 7.354 / 7.356
Energy above the lowest of the compared OMol25 structures with the same formula, charge and spin in kJ/mol: 572.0

=====

Respective maximum force values: 0.23, 4.18 eV/Å.